1.
{"formula": "CH4NO3", "method": "ωB97M-V/def2-TZVPD", "species": ["N", "C", "O", "O", "H", "H", "H", "H", "O"], "positions_angstrom": [[-0.1291, 1.5003, -1.2516], [-0.0335, 0.3982, -0.2720], [-0.0441, 0.7391, 0.9163], [0.1084, -0.7378, -0.8069], [-0.0365, 1.3092, -2.2286], [0.3890, 2.2884, -0.9001], [-0.5520, -1.9206, 2.1695], [0.0992, -1.5052, 0.7787], [0.1987, -2.0717, 1.5947]], "forces_ev_per_a": [[-0.441, -0.051, 1.450], [0.632, 0.622, -1.827], [-0.186, 0.057, -0.081], [-0.473, 0.097, 0.731], [0.424, -0.405, -0.100], [-0.118, 0.214, -0.242], [-0.058, 0.389, -0.214], [-0.021, -0.368, 0.463], [0.242, -0.555, -0.180]], "nbo_charge": [-0.944, 0.868, -0.773, -0.814, 0.356, 0.356, 0.447, 0.512, -1.010], "e_tot_ev": -8736.686, "lumo_energy_ha": 0.1659, "e_above_lowest_kcal_mol": 5.9, "charge": -1}

2.
{"formula": "C7H24AlN12O9", "method": "ωB97M-V/def2-TZVPD", "species": ["Al", "C", "O", "O", "O", "C", "O", "N", "N", "H", "H", "H", "H", "C", "O", "N", "N", "H", "H", "H", "H", "C", "O", "N", "N", "H", "H", "H", "H", "C", "O", "N", "N", "H", "H", "H", "H", "C", "O", "N", "N", "H", "H", "H", "H", "C", "O", "N", "N", "H", "H", "H", "H"], "positions_angstrom": [[-3.3439, 3.6922, -0.8295], [-6.2813, 1.9854, -1.4880], [-7.3169, 1.3363, -1.8177], [-5.1249, 1.4421, -1.5909], [-6.2319, 3.1788, -1.1039], [-9.1223, 5.5768, -0.9069], [-9.8017, 6.5738, -0.8173], [-9.5386, 4.3016, -0.5863], [-7.8327, 5.6340, -1.3858], [-8.8608, 3.5604, -0.5724], [-10.3012, 4.2359, 0.0664], [-7.3947, 6.5059, -1.6159], [-7.2783, 4.7950, -1.2929], [-8.9260, 2.4970, -5.0320], [-9.4097, 2.8706, -6.0885], [-8.6328, 3.3341, -4.0106], [-8.7784, 1.1447, -4.7495], [-8.7626, 4.3205, -4.1599], [-8.1684, 2.9361, -3.2164], [-8.2217, 0.9657, -3.9321], [-8.6104, 0.7475, -5.6653], [-7.0839, 0.3662, 1.8705], [-7.0802, 0.0252, 3.0299], [-7.7071, 1.5075, 1.4269], [-6.6085, -0.4644, 0.8589], [-7.5742, 1.7627, 0.4663], [-8.3313, 2.0398, 2.0032], [-6.5524, -1.4457, 1.0763], [-6.9587, -0.1964, -0.0485], [-5.7345, -1.9142, -3.1407], [-5.5835, -2.9619, -3.7289], [-4.8020, -1.3044, -2.3547], [-6.8907, -1.1612, -3.2533], [-5.0138, -0.4685, -1.8267], [-3.9008, -1.7552, -2.3206], [-7.7007, -1.5658, -3.6922], [-6.9648, -0.2859, -2.7556], [-4.4991, 3.1903, -4.7086], [-3.9840, 3.6668, -3.6945], [-5.2108, 2.0167, -4.6869], [-4.5086, 3.8295, -5.9000], [-5.7981, 1.7871, -5.4695], [-5.1949, 1.3745, -3.9172], [-3.9470, 4.6594, -5.9792], [-4.8254, 3.4044, -6.7527], [-10.7166, -0.1448, -1.4053], [-11.9182, -0.3919, -1.3647], [-9.7948, -1.1388, -1.5090], [-10.2925, 1.1470, -1.4218], [-8.8028, -0.9940, -1.5079], [-10.2033, -2.0534, -1.4118], [-10.9515, 1.8680, -1.1830], [-9.3137, 1.3633, -1.5241]], "forces_ev_per_a": [[-0.452, -0.170, -0.832], [1.059, -0.018, -0.707], [0.114, 0.350, 0.471], [-0.329, -0.121, 0.132], [-0.334, -0.221, 0.262], [0.850, 0.845, -0.236], [-0.454, -0.222, 0.196], [-0.240, -0.114, -0.035], [-0.197, -1.012, 0.016], [0.043, 0.045, 0.154], [-0.079, 0.075, -0.037], [-0.240, 0.153, 0.098], [0.231, 0.348, -0.228], [-1.562, 0.597, -0.116], [0.692, -0.138, 0.126], [0.154, -0.203, -0.023], [-0.046, 0.982, -0.609], [0.117, -0.027, 0.263], [0.065, 0.582, 0.209], [0.413, -0.548, -0.376], [0.167, -1.083, 0.507], [-1.177, -0.648, 1.173], [0.264, 0.116, -0.125], [0.773, -0.125, -0.775], [0.103, 1.035, -0.576], [-0.398, 0.222, 0.087], [0.203, -0.048, 0.322], [0.088, -0.016, 0.115], [0.053, -0.550, -0.151], [-1.069, 0.405, -0.956], [0.279, 0.050, 0.538], [0.374, -0.365, -0.017], [0.248, -0.211, 0.214], [0.203, -0.073, 0.228], [0.089, 0.199, 0.154], [0.055, -0.036, -0.129], [-0.224, -0.085, 0.107], [-0.924, -0.430, 0.307], [0.538, -0.012, 0.500], [-0.063, 0.210, -0.462], [0.320, 0.252, 0.111], [0.110, -0.148, -0.014], [0.257, 0.238, 0.161], [-0.061, 0.037, 0.031], [0.017, -0.108, 0.053], [-0.802, 0.175, -0.256], [0.316, -0.057, 0.246], [-0.293, 0.041, -0.034], [0.548, -0.040, 0.157], [0.003, -0.086, 0.165], [0.340, -0.168, -0.108], [-0.077, -0.035, -0.204], [-0.065, 0.159, -0.099]], "nbo_charge": [0.966, 0.937, -0.701, -0.544, -0.580, 0.767, -0.568, -0.847, -0.852, 0.368, 0.413, 0.417, 0.392, 0.753, -0.587, -0.828, -0.820, 0.430, 0.384, 0.375, 0.414, 0.759, -0.569, -0.828, -0.791, 0.371, 0.428, 0.425, 0.371, 0.754, -0.535, -0.757, -0.853, 0.415, 0.428, 0.426, 0.395, 0.799, -0.752, -0.847, -0.813, 0.398, 0.408, 0.418, 0.407, 0.752, -0.521, -0.830, -0.787, 0.388, 0.429, 0.427, 0.396], "e_tot_ev": -50547.471, "lumo_energy_ha": -0.3747, "charge": 1}

3.
{"formula": "C2H2CrFO", "method": "ωB97M-V/def2-TZVPD", "species": ["F", "O", "C", "C", "Cr", "H", "H"], "positions_angstrom": [[0.3937, -0.7002, -1.2258], [-0.1490, 0.3243, 0.6479], [0.5520, 0.4539, -0.4042], [1.2067, 1.5010, -0.9287], [-1.3349, -0.8836, 1.3862], [1.7563, 1.3972, -1.8609], [1.1705, 2.4559, -0.4082]], "forces_ev_per_a": [[0.279, 0.872, 1.287], [-2.495, -0.811, 3.232], [1.487, 0.043, -4.601], [-0.503, -0.707, 0.892], [1.307, 0.948, -1.004], [-0.354, -0.009, 0.229], [0.279, -0.337, -0.035]], "mulliken_spin": [-0.007, -0.027, -0.023, 0.054, 4.004, -0.001, 0.000], "e_tot_ev": -35282.254, "lumo_energy_ha": [-0.2941, -0.2683], "e_above_lowest_kcal_mol": 6.3, "charge": 1, "multiplicity": 5}

4.
{"formula": "C32H23BF6O2S", "method": "ωB97M-V/def2-TZVPD", "species": ["F", "C", "F", "F", "C", "C", "C", "C", "C", "C", "C", "C", "C", "C", "C", "C", "C", "H", "H", "H", "H", "H", "H", "H", "H", "H", "H", "C", "C", "C", "C", "C", "B", "C", "C", "C", "C", "C", "F", "F", "F", "C", "C", "O", "C", "C", "C", "C", "C", "C", "O", "S", "H", "H", "H", "H", "H", "H", "H", "H", "H", "H", "H", "H", "H"], "positions_angstrom": [[5.3591, 1.2806, 2.8457], [4.8929, 0.1834, 3.5220], [5.7751, -0.8229, 3.2910], [4.9912, 0.4896, 4.8582], [3.4814, -0.1466, 3.1048], [3.2103, -1.3727, 2.5061], [1.9156, -1.6574, 2.1149], [0.8396, -0.7393, 2.3295], [-0.4822, -1.1077, 1.9477], [-1.6247, -0.3660, 2.4304], [-2.6938, -0.9511, 3.1746], [-3.7852, -0.1868, 3.5908], [-3.8779, 1.1742, 3.2553], [-2.8354, 1.7783, 2.5301], [-1.7196, 1.0334, 2.1691], [1.1742, 0.4714, 3.0196], [2.4769, 0.7898, 3.3383], [3.9925, -2.1211, 2.4034], [1.6740, -2.6525, 1.7440], [-0.6040, -2.0963, 1.5266], [-2.5973, -1.9961, 3.4863], [-4.5629, -0.6402, 4.2171], [-4.7495, 1.7636, 3.5638], [-2.8775, 2.8459, 2.2861], [-0.8637, 1.5324, 1.6989], [0.3772, 1.1025, 3.4143], [2.7036, 1.7274, 3.8401], [-0.2364, -0.7785, -7.4889], [-0.5360, -0.3823, -6.0950], [-1.1286, 0.7924, -5.6641], [-1.2263, 0.8991, -4.2193], [-0.6823, -0.1686, -3.5419], [-0.6184, -0.3816, -1.9138], [0.4223, 0.7635, -1.3327], [1.7601, 0.6734, -1.6413], [2.6557, 1.6099, -1.1138], [2.1596, 2.6346, -0.3244], [3.0948, 3.6542, 0.2727], [2.7658, 4.9327, -0.0755], [3.0356, 3.5997, 1.6448], [4.3843, 3.4595, -0.0749], [0.8034, 2.7590, -0.0602], [-0.0761, 1.8167, -0.5963], [-1.9827, -0.2122, -1.3493], [-2.3630, -1.4690, -1.0467], [-1.2833, -2.3897, -1.2160], [-1.2805, -3.6083, -0.5369], [-2.3510, -3.8936, 0.2975], [-3.4155, -3.0070, 0.4413], [-3.4552, -1.8023, -0.2457], [-0.1660, -1.7658, -1.6514], [-0.1198, -1.3415, -4.7069], [-0.6008, -0.0003, -8.1722], [0.8463, -0.8846, -7.6348], [-0.7166, -1.7281, -7.7569], [-1.4882, 1.5561, -6.3634], [-1.6744, 1.7653, -3.7533], [2.1214, -0.1095, -2.3094], [3.7181, 1.5508, -1.3337], [0.4200, 3.5922, 0.5262], [-1.1494, 1.9292, -0.4248], [-0.4010, -4.2317, -0.6203], [-2.3527, -4.8221, 0.8651], [-4.2245, -3.2511, 1.1289], [-4.2484, -1.0759, -0.1219]], "forces_ev_per_a": [[-0.564, -0.991, 0.551], [1.501, 0.795, 0.420], [-0.808, 0.607, 0.119], [-0.356, -0.338, -1.216], [0.253, -0.069, -0.261], [-0.167, -0.161, 0.177], [-0.679, -0.068, -0.044], [1.056, 0.252, -0.285], [0.188, 0.233, 1.930], [-1.057, 0.897, -0.201], [0.277, -0.173, -0.418], [0.244, 0.106, 0.097], [0.366, -0.165, -0.333], [-0.240, -0.176, 0.356], [0.562, -0.087, 0.184], [-0.549, -0.170, 0.125], [-0.181, -0.101, 0.173], [-0.164, 0.239, -0.066], [0.099, 0.293, -0.285], [-0.280, -0.191, -0.165], [-0.209, 0.347, -0.267], [0.375, 0.128, -0.359], [0.405, -0.292, -0.131], [0.020, -0.492, 0.082], [-0.637, -0.317, -0.054], [0.277, -0.047, -0.419], [-0.026, -0.202, -0.095], [0.121, -0.161, -0.434], [-0.639, 1.175, 1.381], [0.210, -0.636, 0.238], [0.512, -0.563, -1.046], [-0.550, 0.313, -0.530], [1.107, 1.646, -1.953], [-1.658, -1.617, -0.489], [1.123, 0.453, 0.311], [-0.172, -0.425, -0.409], [0.493, 0.512, 0.288], [-0.164, 0.046, 0.089], [0.274, -0.741, 0.314], [0.173, 0.237, -0.553], [-0.499, 0.195, 0.225], [-0.503, -0.092, -0.254], [0.367, 0.967, 0.670], [-0.476, -0.923, -0.064], [0.732, 0.064, 1.136], [0.399, 0.669, 1.381], [0.028, 0.435, -0.537], [-0.056, -0.525, 0.216], [-0.485, -0.144, 0.141], [0.325, 0.211, -0.554], [-0.877, -0.754, 0.173], [0.003, 0.416, 0.095], [0.099, -0.226, 0.120], [-0.207, -0.041, -0.099], [0.128, 0.158, -0.016], [0.155, -0.295, 0.297], [0.031, -0.025, 0.211], [-0.094, 0.092, 0.243], [-0.166, 0.042, 0.049], [0.179, -0.042, -0.062], [0.315, -0.194, -0.133], [-0.031, -0.166, 0.087], [-0.028, 0.133, -0.119], [0.118, -0.026, -0.210], [0.006, -0.025, 0.182]], "nbo_charge": [-0.312, 0.967, -0.315, -0.321, -0.049, -0.203, -0.102, -0.076, 0.129, -0.069, -0.150, -0.229, -0.145, -0.217, -0.185, -0.113, -0.188, 0.252, 0.233, 0.250, 0.227, 0.231, 0.229, 0.232, 0.249, 0.237, 0.253, -0.633, -0.222, -0.264, -0.276, -0.421, 0.776, -0.225, -0.196, -0.181, -0.200, 0.980, -0.329, -0.349, -0.321, -0.153, -0.244, -0.652, 0.335, 0.258, -0.283, -0.255, -0.235, -0.300, -0.641, 0.397, 0.219, 0.216, 0.216, 0.207, 0.212, 0.226, 0.226, 0.207, 0.221, 0.222, 0.213, 0.211, 0.222], "e_tot_ev": -65469.080, "lumo_energy_ha": -0.1317, "e_above_lowest_kcal_mol": 56.6}

5.
{"formula": "C5H8N", "method": "ωB97M-V/def2-TZVPD", "species": ["C", "N", "C", "C", "C", "C", "H", "H", "H", "H", "H", "H", "H", "H"], "positions_angstrom": [[-1.7642, -0.9840, 0.0693], [-0.3355, -0.7003, 0.3446], [0.5742, -0.6669, 1.2733], [1.8335, -0.5058, 0.5949], [0.4176, 0.0570, -0.4095], [0.2249, 1.4672, -0.7076], [-2.3267, -0.0334, -0.2318], [-2.2953, -1.3983, 0.8988], [-1.5394, -1.7151, -0.7434], [2.4641, 0.2545, 1.0404], [2.2179, -1.3736, 0.2475], [1.1774, 1.9977, -0.8504], [-0.3001, 2.0091, 0.0788], [-0.3485, 1.5920, -1.6050]], "forces_ev_per_a": [[0.473, 0.566, -0.967], [-2.533, -0.761, -0.064], [-0.480, -0.372, 2.191], [-3.509, 3.701, -0.383], [5.030, 0.508, 0.549], [0.419, 1.028, 0.028], [1.152, -1.343, 0.036], [0.138, -0.503, 0.583], [-1.452, 0.496, 0.330], [0.385, -0.129, -0.289], [1.270, -2.557, -1.489], [-0.231, -0.473, -0.142], [-0.272, -0.194, 0.301], [-0.390, 0.035, -0.684]], "nbo_charge": [-0.421, -0.320, 0.298, -0.387, 0.424, -0.750, 0.257, 0.264, 0.257, 0.269, 0.273, 0.279, 0.266, 0.290], "e_tot_ev": -6792.296, "lumo_energy_ha": [-0.1959, -0.1959], "e_above_lowest_kcal_mol": 133.6, "charge": 1, "smiles": "C[N+]1=C2C[C@]21C"}